DFT (wB97M-V/def2-TZVPD) results for a molecular structure, C32H38BBrMnN8O3STe.

Summary:
Energy above the lowest of the compared OMol25 structures with the same formula, charge and spin (eV): 0.000
Kohn-Sham gap (spin up / spin down) (eV): 6.273 / 6.271
Energy (Eh): -6321.6838

ORCA input file:
```
! wB97M-V def2-TZVPD RIJCOSX def2/J DEFGRID3
* xyz 2 6
Mn 0.243 0.432 0.320
C -0.720 -1.199 3.520
C -0.339 0.235 3.505
C -0.075 1.049 4.602
C 0.275 2.268 4.059
N 0.194 2.187 2.730
N -0.171 0.924 2.367
B 0.509 3.220 1.610
N 1.885 2.781 1.009
C 3.050 3.430 1.106
C 4.037 2.656 0.527
C 3.375 1.518 0.088
C 3.998 0.361 -0.608
N 2.071 1.579 0.385
N -0.582 3.185 0.508
C -1.405 4.198 0.193
C -2.051 3.891 -0.984
C -1.556 2.641 -1.351
C -1.816 1.918 -2.629
N -0.681 2.208 -0.433
N 0.553 4.620 2.144
C -0.086 5.211 3.184
C 0.072 6.568 3.066
C 0.827 6.740 1.887
C 1.287 8.012 1.264
N 1.095 5.574 1.338
H -0.955 -1.520 4.532
H 0.102 -1.815 3.155
H -1.606 -1.377 2.908
H -0.121 0.783 5.640
H 0.603 3.171 4.545
H 3.091 4.401 1.557
H 5.079 2.887 0.425
H 5.075 0.510 -0.672
H 3.637 0.269 -1.640
H 3.835 -0.569 -0.058
H -1.438 5.086 0.798
H -2.745 4.504 -1.526
H -1.688 2.606 -3.465
H -2.837 1.541 -2.683
H -1.118 1.094 -2.771
H -0.659 4.654 3.905
H -0.306 7.323 3.727
H 1.169 8.843 1.955
H 0.710 8.234 0.366
H 2.337 7.947 0.980
Br -2.354 -5.378 3.947
C -1.158 -5.507 2.502
C -0.728 -6.752 2.056
C 0.138 -6.839 0.977
C 0.572 -5.693 0.332
C 0.158 -4.446 0.805
C -0.707 -4.349 1.890
C 0.645 -3.220 0.153
O 0.840 -3.404 -1.175
O 0.889 -2.140 0.662
H -1.076 -7.646 2.551
H 0.470 -7.809 0.639
H 1.236 -5.765 -0.515
H -1.038 -3.388 2.246
C 1.607 -2.778 -3.909
Te 1.808 -1.916 -2.007
C 3.625 -2.874 -1.575
H 2.572 -2.682 -4.403
H 0.831 -2.257 -4.461
H 1.356 -3.828 -3.764
H 3.517 -3.915 -1.873
H 3.818 -2.780 -0.509
H 4.414 -2.384 -2.144
C -2.840 -2.198 -0.075
S -2.334 -0.887 -1.178
O -0.795 -0.824 -1.045
C -2.649 -1.665 -2.739
C -3.593 -1.082 -3.569
C -3.872 -1.675 -4.795
C -3.205 -2.826 -5.175
C -2.260 -3.407 -4.334
C -1.980 -2.832 -3.108
H -2.293 -3.116 -0.275
H -3.904 -2.356 -0.243
H -2.685 -1.851 0.943
H -4.107 -0.180 -3.271
H -4.609 -1.234 -5.450
H -3.426 -3.283 -6.129
H -1.765 -4.319 -4.633
H -1.273 -3.293 -2.432
*
```